Entry 1:
# C4H6O2

A structure of composition C4H6O2 (wB97M-V/def2-TZVPD, the OMol25 dataset).

Energy above the lowest of the compared OMol25 structures with the same formula, charge and spin = 139.91 kcal/mol
2S+1 = 1
Total energy = -306.28333 Eh
Orbital gap = 0.349 Ha
LUMO = 0.9 eV

Structure (XYZ):
```
12
Properties=species:S:1:pos:R:3:forces:R:3
C -0.66939 -1.50248 -0.65553 0.1 -0.4 0.0
O -1.29927 -0.68170 0.29269 -0.1 0.1 0.0
C -0.87920 0.29738 -0.63100 0.1 0.1 0.2
C 0.47563 0.81472 -0.22530 -0.1 0.1 -0.2
C 0.63159 1.23470 1.17567 -0.1 0.2 0.2
O 1.30852 0.09657 0.68574 0.1 -0.1 0.0
H 0.32409 -1.83019 -0.35676 -0.1 0.1 -0.1
H -1.34200 -2.26581 -1.05036 0.1 0.1 0.0
H -0.62850 -0.74618 -1.59768 0.1 0.0 0.0
H 1.01353 1.36584 -0.99653 -0.1 -0.1 0.1
H -0.17264 1.02595 1.88022 0.1 0.0 -0.1
H 1.25814 2.09773 1.39783 -0.1 -0.1 0.0
```
Positions in Å, forces in eV/Å.

Mulliken atomic charge list, values in e, 4 entries: -0.397 -0.225 -0.430 0.162



Entry 2:
# C32H25INO4OsPS2

A structure of composition C32H25INO4OsPS2 (wB97M-V/def2-TZVPD, the OMol25 dataset).

Energy above the lowest of the compared OMol25 structures with the same formula, charge and spin = 64.54 kcal/mol
2S+1 = 2
Total energy = -3115.94147 Eh
Total charge = +1
Orbital gap (spin up / spin down) = 0.293 / 0.263 Ha
LUMO (spin up / spin down) = -3.3 / -4.0 eV

Structure (XYZ):
```
67
Properties=species:S:1:pos:R:3:forces:R:3
Os -0.47422 0.32521 1.70781 -0.1 0.3 -0.1
I 2.11026 -0.46510 1.82763 0.0 -0.3 -0.4
C 2.85355 -0.50595 -0.14280 0.0 -0.2 0.2
C 3.51444 -1.64587 -0.50829 0.0 0.0 0.1
C 4.34796 -1.64003 -1.64460 0.0 -0.1 0.1
C 4.57099 -0.47143 -2.30226 0.1 0.1 -0.1
C 3.90990 0.72009 -1.92363 0.0 0.0 0.0
C 4.22720 1.94842 -2.55692 0.1 -0.2 0.0
C 3.62280 3.09899 -2.17004 -0.1 0.2 0.1
C 2.57214 3.04773 -1.23148 0.0 0.1 0.0
C 2.20228 1.87414 -0.62246 -0.2 0.4 0.1
P 0.48062 1.79412 -0.01842 0.0 0.0 0.2
C 0.08337 3.47432 0.49515 0.0 0.0 0.0
C 0.90207 4.06684 1.45851 0.0 0.0 0.0
C 0.59534 5.32665 1.94403 0.0 0.0 0.0
C -0.53003 5.99243 1.47533 0.0 0.0 0.0
C -1.35368 5.39553 0.53165 0.0 0.0 0.0
C -1.05523 4.13301 0.04120 0.0 0.0 0.0
C -0.35724 1.39814 -1.58140 -0.1 -0.1 0.0
C -0.34737 2.30797 -2.63682 0.0 -0.1 0.0
C -0.95091 1.98042 -3.84033 0.0 0.1 0.0
C -1.54835 0.73991 -4.00522 0.0 -0.1 0.0
C -1.54328 -0.17999 -2.96820 0.0 0.0 0.1
C -0.95092 0.14827 -1.75767 0.1 0.1 0.0
C 2.95349 0.70044 -0.87635 0.3 -0.2 -0.1
H 3.44191 -2.53963 0.09796 0.0 0.0 0.0
H 4.85336 -2.54846 -1.94113 0.0 0.0 0.0
H 5.27427 -0.43066 -3.12440 0.0 0.0 0.0
H 4.97749 1.95158 -3.33755 0.0 0.0 0.0
H 3.89065 4.04458 -2.62126 0.0 0.0 0.0
H 2.01159 3.95224 -1.03573 0.0 0.0 0.0
H 1.78078 3.54748 1.82559 0.0 0.0 0.0
H 1.23059 5.78642 2.68887 0.0 0.0 0.0
H -0.76962 6.97682 1.85441 0.0 0.0 0.0
H -2.23875 5.90822 0.18029 0.0 0.0 0.0
H -1.71846 3.65521 -0.66718 0.0 0.0 0.0
H 0.12183 3.27527 -2.51909 0.0 0.1 0.0
H -0.95454 2.69627 -4.65132 0.0 0.0 0.0
H -2.01931 0.48959 -4.94656 0.0 0.0 0.0
H -2.00642 -1.14859 -3.09807 0.0 0.0 0.0
H -0.95042 -0.57437 -0.94962 0.0 0.0 0.0
C -1.07612 -6.93470 -0.15700 0.0 0.0 0.0
C -1.27081 -5.70950 0.68772 0.0 0.0 0.0
C -0.36564 -4.64940 0.63624 0.0 0.0 0.0
C -0.54789 -3.51808 1.40800 0.0 0.0 0.0
C -1.65435 -3.44765 2.24464 0.0 0.0 0.0
C -2.57384 -4.48760 2.32021 0.0 0.0 0.0
C -2.36944 -5.61120 1.53918 0.0 0.0 0.0
S -1.97357 -2.00998 3.18581 -0.3 0.1 0.2
O -3.03401 -2.28096 4.09343 0.0 0.0 0.0
O -0.61821 -1.65618 3.87231 0.4 -0.2 0.2
N -2.13417 -0.72055 2.32481 0.1 -0.4 -0.5
C -3.45676 -0.25741 1.91872 0.0 0.3 -0.2
C -3.21891 0.87669 0.91761 -0.6 -0.3 0.1
O -4.08593 1.30167 0.20718 0.1 0.0 0.0
O -1.99428 1.36727 0.97028 0.2 0.2 0.1
H -0.11202 -6.92366 -0.66107 0.0 0.0 0.0
H -1.85705 -7.00114 -0.91612 0.0 0.0 0.0
H -1.13750 -7.83704 0.45128 0.0 0.0 0.0
H 0.49750 -4.71717 -0.01410 0.0 0.0 0.0
H 0.16324 -2.70388 1.36714 0.0 0.0 0.0
H -3.41952 -4.41839 2.98916 0.0 0.0 0.0
H -3.07527 -6.43000 1.59640 0.0 0.0 0.0
H -4.00933 0.15632 2.76621 0.0 -0.1 0.0
H -4.06146 -1.04089 1.46281 0.0 0.0 -0.1
S 0.70856 0.37792 4.76010 0.2 0.3 0.3
C -0.08334 -0.33074 3.57939 -0.2 -0.1 0.0
```
Positions in Å, forces in eV/Å.

Mulliken atomic charge list, values in e, 4 entries: 1.018 0.038 0.144 -0.442



Entry 3:
# CH14NO6

A cluster of 6 separate species, CH14NO6 in total in a non-equilibrium geometry (wB97M-V/def2-TZVPD, the OMol25 dataset).

Energy above the lowest of the compared OMol25 structures with the same formula, charge and spin = 65.78 kcal/mol
2S+1 = 1
Total energy = -552.67145 Eh
Total charge = -1
Orbital gap = 0.299 Ha
LUMO = 3.5 eV

Structure (XYZ):
```
22
Properties=species:S:1:pos:R:3:forces:R:3
N 0.68274 -1.50609 -0.93160 2.1 -3.5 5.5
C 1.53557 -0.96703 0.34767 -4.6 0.5 0.2
O 0.95573 0.25618 0.60779 0.6 0.5 0.0
H -0.22112 -1.59621 -0.47388 0.0 0.5 -1.0
H 0.74707 -0.91633 -1.68023 -0.1 2.2 -1.7
H 1.44101 -1.53743 1.37438 -0.3 -0.4 -2.2
H 2.55008 -0.85219 0.21095 2.3 -0.3 -1.3
H -2.12156 0.72285 -0.70378 0.7 0.2 0.1
H -2.46415 0.20601 -2.02398 0.3 0.0 -1.0
O -2.65492 0.03997 -1.11461 -1.3 -0.6 0.6
H 4.64837 0.58922 0.57603 -2.5 1.7 -2.6
H 3.22901 1.27112 0.16301 -1.7 0.1 1.0
O 4.06218 1.03641 -0.19183 4.1 -1.8 1.6
H -0.68995 1.98107 -0.28013 -0.1 0.5 -0.7
H 0.14446 0.80318 -0.45765 0.0 0.3 -0.7
O -0.48284 1.46485 -1.08119 0.6 -0.2 1.8
H -3.67736 -2.20156 0.13608 -0.2 -0.6 0.1
H -4.11244 -1.16553 -0.66311 1.4 4.8 -1.9
O -4.42622 -1.96539 -0.42421 -1.2 -4.3 1.8
H 0.47799 0.77188 2.19215 0.6 -2.0 -0.4
H 0.22477 2.01481 1.79249 -0.1 1.1 -0.1
O 0.15159 1.55020 2.62563 -0.6 1.3 0.9
```
Positions in Å, forces in eV/Å.

Mulliken atomic charge list, values in e, 4 entries: -0.821 -0.217 -0.739 0.307



Entry 4:
# C2H5ClN2S

An isolated molecule of C2H5ClN2S in a non-equilibrium geometry (wB97M-V/def2-TZVPD, the OMol25 dataset).

Energy above the lowest of the compared OMol25 structures with the same formula, charge and spin = 32.39 kcal/mol
2S+1 = 1
Total energy = -1047.02870 Eh
Orbital gap = 0.321 Ha
LUMO = 0.4 eV
Structure (SMILES) = [H]/N=C(\Cl)NSC

Structure (XYZ):
```
11
Properties=species:S:1:pos:R:3:forces:R:3
C -0.78716 -1.31479 -0.61343 2.0 3.7 1.2
C 0.81363 1.77261 0.57726 4.3 0.5 1.5
N -0.91654 -0.44868 -1.53128 0.7 -0.9 0.4
N -0.03121 -0.99671 0.56776 -0.1 -1.8 0.5
S 1.11870 0.17287 1.42931 -1.8 -0.1 -2.6
Cl -1.57786 -2.84651 -0.52414 0.2 -0.4 0.0
H 1.51735 2.04619 -0.28361 -1.0 -0.8 1.3
H 1.01981 2.46346 1.45418 -0.1 -0.5 -1.2
H -0.15458 1.91770 0.32035 -3.0 0.1 -0.8
H -1.27273 -0.88504 -2.35632 -0.9 0.0 -0.6
H 0.27058 -1.88109 0.95992 -0.3 0.1 0.3
```
Positions in Å, forces in eV/Å.

Mulliken atomic charge list, values in e, 4 entries: 0.575 -0.803 -0.576 -0.380



Entry 5:
# C11H27ClN3O4S

A cluster of 5 separate species, C11H27ClN3O4S in total in a non-equilibrium geometry (wB97M-V/def2-TZVPD, the OMol25 dataset).

Energy above the lowest of the compared OMol25 structures with the same formula, charge and spin = 23.47 kcal/mol
2S+1 = 1
Total energy = -1759.06290 Eh
Total charge = -1
Orbital gap = 0.318 Ha
LUMO = 2.7 eV

Structure (XYZ):
```
47
Properties=species:S:1:pos:R:3:forces:R:3
Cl 0.20731 1.33132 0.00510 0.1 0.0 -0.1
C 1.14159 0.40539 -3.73618 0.5 0.2 -0.2
C 1.63962 -0.86577 -3.12465 0.5 -2.1 -0.5
O 1.76596 -1.89702 -3.79470 0.1 0.5 -0.1
N 1.97447 -0.84100 -1.82183 -0.6 1.6 0.5
C 2.59464 -1.88346 -1.03012 -0.7 0.0 -0.4
H 0.86880 1.10081 -2.94230 -0.5 0.2 -0.4
H 0.41876 0.17516 -4.51643 -0.6 0.0 0.5
H 1.94310 0.83775 -4.34667 0.3 0.0 0.4
H 1.49907 -0.09404 -1.30782 0.3 -0.1 0.2
H 1.92504 -2.72979 -0.86148 0.1 -0.2 -0.3
H 2.77840 -1.46301 -0.04678 0.2 0.0 0.0
H 3.50861 -2.18944 -1.53363 0.1 -0.2 0.2
C -1.32928 -1.72103 -1.58975 -0.9 -0.6 1.2
C -1.85911 -2.64867 -0.47050 1.2 0.4 -0.1
O -1.16554 -3.53333 0.00926 -0.3 0.1 0.0
N -3.11357 -2.36504 -0.05814 -0.1 0.1 -0.1
C -3.85768 -3.03815 0.98899 0.2 0.9 0.2
H -2.11693 -1.01938 -1.87016 0.0 -0.2 -0.6
H -0.99262 -2.41848 -2.35205 0.2 0.5 -0.4
H -0.54866 -1.07293 -1.19696 0.3 -0.3 0.1
H -3.57546 -1.67864 -0.62667 -0.3 0.1 0.3
H -4.33979 -2.26663 1.59713 -0.5 -0.1 -0.3
H -3.20420 -3.49745 1.72712 0.3 -0.5 -0.5
H -4.56741 -3.72542 0.53592 -0.1 -0.2 0.4
C -2.00122 -0.39481 3.05550 1.9 0.6 0.0
C -2.81611 0.85450 2.90918 -1.9 -0.7 -0.1
O -3.87950 0.96711 3.53777 0.5 0.3 0.0
N -2.43624 1.74891 1.99926 0.7 0.6 -1.0
C -3.22951 2.90337 1.64156 -1.3 -0.7 0.7
H -1.95365 -0.63159 4.11556 -0.3 -0.4 -0.1
H -0.96411 -0.19196 2.74911 -0.1 0.0 0.0
H -2.27492 -1.22764 2.41603 -0.6 0.0 0.2
H -1.67795 1.55162 1.35388 0.4 -0.3 0.2
H -4.18272 2.59247 1.19243 0.1 -0.1 -0.2
H -2.74107 3.55704 0.93053 0.4 0.0 0.2
H -3.56362 3.38104 2.56391 0.3 0.5 -0.1
C 3.74127 3.53163 0.48545 0.5 0.0 0.0
S 4.89582 2.19701 0.95131 -0.5 -0.6 0.9
O 4.66601 1.85882 2.39833 0.1 0.4 -0.7
C 4.13528 0.90338 -0.05156 0.1 0.8 -1.4
H 2.71827 3.29351 0.76935 0.0 -0.1 -0.1
H 3.84509 3.74969 -0.57888 -0.1 -0.3 -0.1
H 4.10229 4.42513 0.99580 -0.1 -0.1 0.2
H 3.05454 0.99242 -0.14136 -0.1 0.0 0.5
H 4.43244 -0.12490 0.11261 0.3 0.2 0.7
H 4.53446 1.16153 -1.04249 -0.1 -0.1 -0.1
```
Positions in Å, forces in eV/Å.

Mulliken atomic charge list, values in e, 4 entries: -0.807 -1.015 0.671 -0.729



Entry 6:
# C8H10CrF4N2O7S

A structure of composition C8H10CrF4N2O7S in a non-equilibrium geometry (wB97M-V/def2-TZVPD, the OMol25 dataset).

Energy above the lowest of the compared OMol25 structures with the same formula, charge and spin = 0.00 kcal/mol
2S+1 = 4
Total energy = -2788.86621 Eh
Total charge = +1
Orbital gap (spin up / spin down) = 0.242 / 0.317 Ha
LUMO (spin up / spin down) = -7.1 / -5.1 eV

Structure (XYZ):
```
33
Properties=species:S:1:pos:R:3:forces:R:3
Cr -23.33429 -11.64645 -16.14652 0.3 -3.5 3.8
O -24.30629 -12.83431 -15.00525 -0.2 2.2 -2.2
H -24.32692 -13.56795 -14.38250 0.9 0.1 0.0
C -19.53508 -12.57502 -14.51803 -1.3 1.2 -0.5
F -19.58520 -13.09237 -15.73840 0.3 -0.3 -0.5
F -20.08751 -13.43619 -13.68808 -0.2 -0.4 0.6
F -18.31057 -12.31303 -14.17755 0.7 0.0 0.2
S -20.52065 -10.96023 -14.55145 1.8 1.3 0.9
O -21.93516 -11.41586 -14.79666 -2.7 -0.7 -1.3
O -20.44374 -10.44267 -13.20257 0.0 -0.5 -1.7
O -20.06372 -10.23532 -15.71185 -0.1 -0.4 0.8
C -23.88483 -16.23194 -11.16624 0.4 0.8 -0.5
C -24.10683 -15.29010 -12.36188 -0.3 -0.4 1.0
O -23.91544 -14.01475 -11.79846 0.1 -0.5 -1.7
C -24.13092 -14.08704 -10.46570 0.0 -0.2 1.6
O -24.25182 -13.16570 -9.73709 0.0 0.0 -0.4
O -24.15170 -15.38211 -10.06624 -0.3 0.2 0.0
F -25.42215 -15.38311 -12.79169 0.2 0.1 -0.2
H -22.82437 -16.49761 -11.10298 -0.3 -0.5 -0.2
H -24.58060 -17.06516 -11.19498 0.2 -0.1 0.1
H -23.47972 -15.51300 -13.22781 0.1 0.5 0.1
C -27.97803 -10.30827 -16.02880 0.9 0.0 -0.1
C -26.52672 -10.48366 -16.21172 -0.3 0.2 0.4
N -25.40328 -10.64721 -16.36538 0.9 -0.3 -0.1
H -28.29208 -9.61352 -16.80537 -0.4 -0.3 -0.1
H -28.23558 -9.87347 -15.06548 0.4 0.0 0.1
H -28.40222 -11.30897 -16.07380 -0.3 0.1 -0.3
C -22.94113 -16.04906 -16.48849 0.2 0.4 -0.1
C -22.52486 -14.65770 -16.66552 0.0 -0.9 -0.2
N -22.19909 -13.57132 -16.81114 -0.9 1.8 0.0
H -22.99606 -16.56968 -17.44277 0.0 0.2 -0.1
H -23.93616 -16.02056 -16.04495 0.0 -0.2 0.1
H -22.21274 -16.55912 -15.86004 -0.1 0.0 0.1
```
Positions in Å, forces in eV/Å.

Mulliken atomic charge list, values in e, 4 entries: 1.080 -0.394 0.084 0.626